# 1
ORCA calculation (wB97M-V/def2-TZVPD) on a 2-piece molecular cluster, C6H7NO3 overall at a distorted geometry.

Geometry as XYZ:
```
17
C6H7NO3 | the Open Molecules 2025 dataset | wB97M-V/def2-TZVPD
O -1.30 1.72 -0.14
O 3.59 2.71 0.03
O -0.98 -1.57 -1.05
N 2.61 0.11 -1.30
C 0.87 -0.74 0.48
C -1.48 0.53 -0.15
C -2.72 -0.36 -0.01
C -0.54 -0.66 -0.04
C -1.73 -1.52 0.15
C 1.87 -0.20 -0.45
H 3.56 2.18 -0.81
H 2.69 2.73 0.38
H -1.81 -2.42 0.76
H -3.27 -0.10 0.90
H -3.40 -0.43 -0.87
H 1.12 -1.79 0.69
H 0.93 -0.18 1.42
```

Calculated values
LUMO level ... 0.45 eV
Total energy ... -13965.36522 eV
Relative energy (zero: lowest compared OMol25 entry of this formula, charge and spin) ... 59.9 kcal/mol
2S+1 ... 1
SMILES ... N#CC[C@@]12O[C@@H]1CC2=O.O
Frontier orbital gap ... 10.72 eV

=====

# 2
ORCA calculation (wB97M-V/def2-TZVPD) on C36H33BaCl2N7O5SSeSi as an isolated structure.

Geometry as XYZ:
```
87
C36H33BaCl2N7O5SSeSi | the Open Molecules 2025 dataset | wB97M-V/def2-TZVPD
Ba 0.19 0.06 0.48
Se 4.96 0.43 -0.10
Cl -0.36 7.38 -1.55
Cl -1.93 5.91 -3.93
S 1.06 -5.17 -1.34
Si -0.42 -1.67 3.40
O 0.79 4.42 2.01
O -3.52 -8.39 -5.22
O 2.37 -1.15 -0.76
O -4.43 -8.66 -3.23
O -0.93 1.20 -3.91
N 2.18 1.17 2.12
N -0.88 1.44 -1.59
N 1.80 -0.65 -2.88
N -1.33 -1.31 -1.46
N 5.75 1.73 0.81
N 0.59 2.70 0.43
N 3.82 1.51 -0.93
C 5.14 2.85 0.48
C 0.98 -2.98 3.67
C -1.39 -6.82 -4.06
C -2.11 -1.27 -3.71
C 3.35 3.89 -0.91
C -2.32 -3.27 -2.41
C 2.70 3.10 3.41
C -2.52 -2.59 -3.60
C 4.71 5.20 0.62
C -2.39 -7.43 -3.30
C -1.29 3.63 -2.63
C 3.18 -2.59 -2.48
C 5.44 4.14 1.03
C -0.07 3.49 -0.54
C -1.70 -2.59 -1.37
C 3.66 5.08 -0.36
C 4.07 2.72 -0.49
C 2.01 2.46 2.38
C -0.22 -6.03 -2.07
C -1.97 -2.75 3.82
C 1.03 3.29 1.55
C -0.25 -0.68 5.06
C -0.54 5.64 -1.59
C -1.53 -0.66 -2.61
C 0.00 4.89 -0.56
C 3.59 2.38 4.17
C -3.53 -8.18 -3.86
C -0.34 -6.15 -3.48
C 3.75 1.02 3.92
C -1.08 0.79 -2.74
C -1.20 5.01 -2.63
C -1.24 -6.66 -1.31
C -0.73 2.84 -1.62
C -2.29 -7.33 -1.91
C 3.02 0.47 2.88
C 2.43 -1.40 -1.97
H 3.10 -0.59 2.66
H -2.88 -2.15 3.85
H 6.22 4.22 1.77
H 3.10 5.96 -0.64
H 3.55 -2.44 -3.50
H 0.85 -3.52 4.61
H -1.85 -3.25 4.80
H 1.96 -2.50 3.70
H -2.99 -3.09 -4.44
H 2.54 3.78 -1.63
H 4.91 6.18 1.04
H -2.60 -4.31 -2.29
H -1.07 0.02 5.19
H 4.14 2.86 4.97
H 4.01 -2.80 -1.81
H 2.51 -3.46 -2.46
H 1.29 0.19 -2.62
H 2.50 4.15 3.56
H -3.06 -7.79 -1.30
H 1.76 -0.93 -3.85
H -1.41 -6.83 -5.15
H 4.42 0.41 4.50
H -1.48 -3.09 -0.44
H 0.48 5.41 0.25
H -2.12 -3.53 3.07
H 0.68 -0.09 5.07
H -2.72 -8.01 -5.58
H 1.00 -3.71 2.85
H -0.22 -1.35 5.93
H -1.19 -6.59 -0.23
H 0.41 -5.67 -4.09
H -1.79 3.14 -3.45
H -2.22 -0.70 -4.62
```

Calculated values
LUMO level ... 3.04 eV
Total energy ... -168340.60043 eV
Relative energy (zero: lowest compared OMol25 entry of this formula, charge and spin) ... 4.0 kcal/mol
Total charge ... -2
2S+1 ... 1
Frontier orbital gap ... 4.74 eV

=====

# 3
ORCA calculation (wB97M-V/def2-TZVPD) on C33H46ClN8O7Re as an isolated structure.

Geometry as XYZ:
```
96
C33H46ClN8O7Re | the Open Molecules 2025 dataset | wB97M-V/def2-TZVPD
Re -1.12 1.48 0.77
Cl 2.94 -3.09 -5.81
O -2.13 0.79 2.47
O -2.27 0.85 4.71
O -2.64 -2.13 -4.28
O 0.08 1.67 -0.86
O 3.55 -2.38 0.33
O -0.83 -0.88 -4.65
O 0.40 1.15 -3.02
N 2.82 0.16 1.40
N -0.28 4.75 -2.47
N -0.51 2.89 2.49
N -0.98 2.31 3.68
N -3.18 -1.04 -1.86
N 2.12 -0.77 2.08
N 0.67 0.72 1.49
N -2.12 0.40 -0.62
C -3.19 -0.42 -0.68
C -0.22 4.61 -0.94
C -0.19 6.17 -2.96
C -3.25 -0.24 4.74
C 2.78 -2.03 2.48
C -2.40 5.60 -0.26
C -2.08 -0.64 -2.61
C -1.57 4.48 -0.27
C -1.86 -1.29 -3.94
C 0.79 -2.15 -0.26
C 1.34 -2.38 -1.65
C 1.27 -3.14 0.81
C 2.32 -2.82 -4.22
C -3.31 3.30 0.92
C 0.86 -0.43 2.17
C 2.10 -1.42 -2.29
C -1.44 0.25 -1.83
C -0.22 1.05 -1.98
C 2.74 -3.01 1.30
C -2.02 3.30 0.37
C -4.27 -0.56 0.33
C 3.61 -5.24 0.51
C -1.83 1.28 3.59
C 1.55 -3.80 -3.60
C 2.60 -1.63 -3.57
C -3.68 5.57 0.27
C 3.32 -4.39 1.75
C 1.93 1.04 1.04
C -1.44 4.06 -3.13
C 2.33 -5.16 2.65
C 4.63 -4.20 2.52
C -4.15 4.40 0.84
C 1.06 -3.57 -2.32
H 2.15 1.89 0.43
H -4.12 0.04 4.16
H -4.29 6.46 0.26
H -5.01 0.23 0.19
H 0.50 2.98 2.55
H -1.31 4.15 -4.20
H -0.29 -0.20 -4.20
H 0.61 -3.08 1.69
H -1.45 3.02 -2.83
H -4.77 -1.52 0.22
H 1.11 -4.14 0.42
H 4.48 -3.83 3.53
H -5.14 4.36 1.26
H 1.34 -4.72 -4.12
H 0.09 -1.04 2.63
H 5.31 -3.53 2.00
H 3.80 -1.75 2.74
H 0.62 6.68 -2.44
H 0.30 5.51 -0.60
H 0.45 -4.34 -1.86
H -3.85 -0.48 1.33
H -1.14 6.66 -2.76
H -3.84 -1.72 -2.22
H -2.03 6.53 -0.67
H -0.31 -2.26 -0.31
H 2.80 -5.23 -0.23
H 2.35 -0.49 -1.78
H 2.26 -2.42 3.35
H 0.99 -1.10 0.01
H 0.57 4.28 -2.81
H 2.84 -6.01 3.08
H 0.40 3.75 -0.76
H -3.50 -0.35 5.79
H -0.91 3.82 2.40
H 0.00 6.15 -4.03
H 3.84 -3.02 -0.33
H 3.78 -6.27 0.80
H 1.47 -5.54 2.09
H 3.20 -0.88 -4.07
H -0.78 2.75 4.57
H 1.96 -4.56 3.48
H 5.14 -5.17 2.61
H -2.78 -1.14 4.35
H 4.53 -4.91 0.00
H -2.35 4.56 -2.81
H -3.68 2.41 1.43
```

Calculated values
LUMO level (spin up / spin down) ... -9.98 / -9.91 eV
Total energy ... -75850.48496 eV
Relative energy (zero: lowest compared OMol25 entry of this formula, charge and spin) ... 0.0 kcal/mol
Expectation value of S² ... 0.76
Total charge ... +3
2S+1 ... 2
Frontier orbital gap (spin up / spin down) ... 4.60 / 4.67 eV

=====

# 4
ORCA calculation (wB97M-V/def2-TZVPD) on C48H48F6N5PtS3Sb as an isolated structure at a distorted geometry.

Geometry as XYZ:
```
112
C48H48F6N5PtS3Sb | the Open Molecules 2025 dataset | wB97M-V/def2-TZVPD
Pt -0.11 0.51 0.56
Sb 1.35 3.93 0.84
S -0.42 -0.88 3.51
S 2.60 -0.60 0.41
S 2.39 -0.28 3.42
F 0.78 2.49 2.08
F -0.46 4.44 0.91
F 1.91 4.92 2.32
F 0.83 2.52 -0.45
F 3.08 3.14 0.73
F 1.67 5.06 -0.59
N 1.02 -0.52 4.12
N -2.22 0.32 -0.31
N 1.41 -0.33 -0.50
N 2.19 -0.17 1.89
N -0.81 -0.68 2.07
C -2.06 -3.11 -1.62
C -0.82 -5.28 4.56
C -4.37 1.67 -0.51
C 3.90 2.00 3.41
C 3.79 -3.99 4.13
C 4.72 -1.37 4.34
C 2.89 -2.36 0.50
C -0.61 -2.62 3.93
C 4.17 -2.90 0.40
C 1.93 -4.53 0.76
C -4.02 -1.28 -0.76
C 3.45 -1.65 3.86
C 4.23 3.32 5.39
C 5.07 -3.73 4.61
C 1.77 -3.16 0.66
C -3.86 0.32 5.13
C -1.57 -0.03 4.58
C -1.70 -1.83 -1.15
C -2.19 2.39 -1.48
C -0.18 -3.05 5.17
C -5.82 -2.96 -1.26
C -2.66 -0.87 -0.73
C 3.43 2.45 6.12
C 4.08 0.21 -0.10
C -1.27 -4.82 3.33
C -1.14 0.79 5.61
C -0.28 -4.39 5.48
C -3.45 1.15 6.18
C 6.32 1.53 -0.93
C -4.39 -2.58 -1.23
C -3.41 -3.47 -1.65
C -2.10 1.37 6.42
C 3.09 1.16 4.15
C 5.23 1.44 -1.78
C 5.54 -2.43 4.72
C 2.84 1.36 5.50
C 4.46 3.10 4.04
C -1.18 -3.48 3.00
C 4.31 -4.28 0.50
C 4.09 0.77 -1.37
C 3.20 -5.08 0.68
C -2.85 1.63 -0.30
C -2.91 -0.27 4.32
C -2.51 2.33 1.03
C 2.97 -2.95 3.75
C -1.04 -4.06 -2.13
C 5.16 0.28 0.77
C 6.29 0.95 0.34
H 5.26 1.89 -2.76
H -0.09 0.96 5.77
H -2.83 3.37 0.99
H -2.99 1.83 1.87
H -0.66 -1.51 -1.17
H 4.67 4.18 5.88
H 5.03 -2.27 0.23
H -2.35 3.46 -1.37
H 3.25 2.62 7.18
H -4.90 1.20 0.32
H 0.79 -2.69 0.71
H -0.90 -6.33 4.81
H 7.20 2.07 -1.24
H 7.15 1.02 0.99
H -1.08 -4.07 -3.22
H 0.06 -4.74 6.45
H 5.71 -4.55 4.92
H 2.21 0.67 6.05
H -3.70 -4.45 -2.01
H 4.07 1.83 2.36
H 6.52 -2.23 5.11
H 0.24 -2.33 5.87
H -0.03 -3.78 -1.83
H 3.21 0.70 -2.00
H -1.11 2.21 -1.52
H -3.19 -0.92 3.50
H -4.68 2.71 -0.55
H -4.91 0.15 4.95
H 3.43 -5.01 4.07
H -1.72 -5.52 2.62
H -4.20 1.61 6.81
H -5.94 -4.04 -1.25
H -6.28 -2.58 -2.18
H 1.96 -3.14 3.40
H 5.13 -0.19 1.74
H -1.25 -5.08 -1.80
H -4.65 1.20 -1.45
H -2.62 2.06 -2.43
H 1.06 -5.16 0.89
H -4.79 -0.61 -0.41
H 5.29 -4.72 0.41
H -6.38 -2.52 -0.43
H -1.53 -3.09 2.05
H -1.43 2.35 1.21
H 5.07 3.79 3.47
H 5.07 -0.35 4.44
H 3.32 -6.16 0.75
H -1.80 2.01 7.24
```

Calculated values
LUMO level (spin up / spin down) ... -7.83 / -11.73 eV
Total energy ... -116567.68374 eV
Relative energy (zero: lowest compared OMol25 entry of this formula, charge and spin) ... 11.4 kcal/mol
Expectation value of S² ... 8.80
Total charge ... +3
2S+1 ... 6
Frontier orbital gap (spin up / spin down) ... 8.28 / 4.23 eV